{
  "formula": "C2H6N2",
  "method": "ωB97M-V/def2-TZVPD",
  "e_homo_ev": -9.133,
  "max_force_ha_per_bohr": 0.0860,
  "e_tot_ha": -189.28178,
  "e_above_lowest_kj_mol": 125.5,
  "smiles": "C/N=C/N",
  "species": ["C", "C", "N", "N", "H", "H", "H", "H", "H", "H"],
  "coordinates": [[0.15277, -0.67894, 0.20283], [-0.02809, 1.60644, -0.27637], [-0.24446, -1.97437, 0.47317], [-0.61287, 0.30732, -0.13436], [1.14292, -0.38970, 0.39925], [0.43507, -2.54188, 0.17034], [-0.41613, 2.20143, 0.52952], [1.05397, 1.54781, -0.19906], [-0.37695, 2.19906, -1.23062], [-1.10623, -2.27717, 0.06529]],
  "atomic_forces_ev_per_a": [[-2.777, 2.798, -0.586], [-0.706, 0.799, -1.239], [-1.959, 2.506, 0.836], [-0.155, -2.401, -0.185], [1.913, -0.503, 0.318], [3.146, -2.974, -0.893], [0.004, 0.528, 0.523], [0.415, 0.404, -0.206], [0.793, -1.535, 1.529], [-0.675, 0.378, -0.097]],
  "lowdin_charge": [-0.289, -0.182, 0.097, -0.054, 0.096, 0.025, 0.055, 0.055, 0.106, 0.091]
}

{
  "formula": "C6H12S",
  "method": "ωB97M-V/def2-TZVPD",
  "e_homo_ev": -7.596,
  "max_force_ha_per_bohr": 0.0761,
  "e_tot_ha": -633.76737,
  "e_above_lowest_kj_mol": 570.5,
  "smiles": "C=[S@@H]1=CC[C@@H](C)C1",
  "species": ["C", "C", "C", "C", "C", "C", "S", "H", "H", "H", "H", "H", "H", "H", "H", "H", "H", "H", "H"],
  "coordinates": [[0.27156, -1.39350, -0.17486], [-2.47124, -1.57815, -0.74642], [1.15621, -0.72985, 0.96184], [-0.67840, 0.80198, 0.50935], [0.75499, 0.80228, 0.69885], [1.51377, 1.23081, -0.50885], [-1.09100, -0.58406, -0.64830], [0.67402, -2.19264, -0.71452], [-3.19788, -0.73040, -1.17051], [-2.70340, -1.88586, 0.29178], [0.80562, -1.09302, 1.96192], [2.25506, -0.90429, 0.81237], [-1.36266, 0.79532, 1.46116], [-0.85815, 1.73341, -0.04854], [0.96242, 1.35323, 1.60619], [1.18409, 0.72589, -1.41656], [2.56964, 1.01449, -0.33818], [1.37577, 2.27193, -0.73740], [-1.16041, 0.36244, -1.79933]],
  "atomic_forces_ev_per_a": [[0.191, 0.943, 1.689], [-0.716, 3.382, -0.790], [-1.482, 0.479, -1.610], [-3.359, 1.253, 0.464], [1.963, -2.766, 1.956], [0.565, 0.439, -0.453], [1.793, -0.485, 0.986], [-0.033, -1.185, -0.837], [0.753, -2.091, 0.696], [0.085, 0.040, -0.634], [0.507, 0.345, -0.735], [-1.067, 0.122, 0.216], [1.376, -0.278, -1.786], [-0.863, -0.184, 0.135], [0.464, 0.583, 0.078], [0.099, -0.363, 0.123], [0.005, 0.219, -0.316], [0.127, 0.746, 0.130], [-0.408, -1.199, 0.687]],
  "lowdin_charge": [-0.360, -0.341, -0.163, -0.310, -0.480, -0.088, 0.801, 0.036, 0.020, -0.005, 0.104, 0.109, 0.147, 0.089, 0.134, 0.073, 0.089, 0.077, 0.068]
}

{
  "formula": "C9H14N4",
  "method": "ωB97M-V/def2-TZVPD",
  "multiplicity": 3,
  "e_homo_ev": [-15.319, -17.033],
  "max_force_ha_per_bohr": 0.0736,
  "e_tot_ha": -569.53560,
  "e_above_lowest_kj_mol": 0.0,
  "charge": 2,
  "species": ["C", "C", "C", "C", "C", "C", "C", "C", "C", "N", "N", "N", "N", "H", "H", "H", "H", "H", "H", "H", "H", "H", "H", "H", "H", "H", "H"],
  "coordinates": [[-2.41163, 1.56047, -0.27814], [1.46617, 0.02082, -1.48369], [-1.13061, 1.76273, -0.60172], [1.62465, -0.10202, -0.14336], [-1.95897, 0.07097, -1.83866], [2.23575, -0.81679, 1.75491], [3.00112, -0.50236, 0.48431], [0.96856, -0.43304, 1.10855], [-0.41514, -0.43360, 1.67283], [-2.93848, 0.64208, -1.13725], [0.39528, 0.64221, -2.14451], [-0.80960, 0.79171, -1.51437], [-1.26715, -1.27515, 0.85440], [-2.98176, 2.14773, 0.52086], [2.44280, 0.14736, -1.92808], [-0.47607, 2.55594, -0.11002], [2.23377, -1.90435, 1.82616], [2.60338, -0.44650, 2.76297], [3.64446, 0.37025, 0.46618], [3.39158, -1.31751, -0.10141], [-0.72721, 0.67953, 1.64106], [-0.44933, -0.68893, 2.75331], [-3.86553, 0.15266, -1.00806], [0.55243, 0.73031, -3.12207], [-2.16705, -1.35744, 1.17747], [-0.94821, -2.28365, 0.92643], [-2.01321, -0.71342, -2.53810]],
  "atomic_forces_ev_per_a": [[-1.693, 2.285, 1.595], [-0.953, 2.421, -2.373], [1.253, 1.369, 1.515], [1.133, -2.145, 2.908], [1.352, 2.589, 1.340], [0.768, -0.920, 1.430], [-1.789, 1.888, -1.313], [-0.550, 0.597, 1.433], [-0.105, 1.515, 0.307], [-0.800, -2.573, 0.288], [2.157, -1.727, 2.097], [-1.616, -0.962, -1.846], [2.747, -1.690, -1.215], [0.622, -1.151, -1.604], [-0.239, -0.244, -1.116], [-0.586, -1.524, -1.209], [-0.111, -0.399, 0.590], [-0.665, -0.089, -1.220], [0.519, 0.003, 0.166], [0.581, -0.377, -0.047], [0.062, -1.676, 0.046], [0.483, 0.039, -0.559], [1.221, 1.041, -0.396], [-0.856, 0.550, -1.072], [-2.730, 0.348, 1.151], [-0.120, 1.603, -0.264], [-0.082, -0.769, -0.633]],
  "lowdin_charge": [-0.060, 0.042, -0.027, -0.045, 0.059, -0.094, -0.035, -0.083, -0.205, 0.134, 0.143, -0.039, 0.037, 0.188, 0.153, 0.191, 0.145, 0.174, 0.148, 0.144, 0.135, 0.145, 0.228, 0.176, 0.049, 0.137, 0.162]
}